{
  "formula": "C29H29N5O7PdS",
  "method": "ωB97M-V with the def2-TZVPD basis set",
  "total_charge": 0,
  "total_energy_ev": -66636.987,
  "lumo_energy_ev": [-0.42, -1.86],
  "homo_ev": [-7.49, -8.27],
  "multiplicity": 5,
  "symbols": ["Pd", "O", "C", "C", "C", "C", "C", "C", "C", "O", "N", "N", "C", "C", "C", "C", "C", "C", "C", "O", "H", "H", "H", "H", "H", "H", "H", "H", "H", "H", "C", "C", "C", "C", "C", "C", "C", "S", "O", "O", "N", "C", "C", "O", "O", "H", "H", "H", "H", "H", "H", "H", "H", "H", "N", "C", "N", "C", "C", "C", "C", "C", "H", "H", "H", "H", "H", "H", "H", "H", "H", "H"],
  "xyz": [[13.673, 9.081, 12.669], [11.389, 13.953, 11.692], [10.678, 13.435, 12.669], [9.403, 14.021, 12.845], [8.619, 13.598, 13.900], [8.997, 12.549, 14.745], [10.157, 11.889, 14.490], [11.039, 12.349, 13.460], [12.228, 11.540, 13.110], [12.490, 10.477, 13.749], [12.959, 11.887, 12.030], [13.854, 10.998, 11.730], [14.810, 11.136, 10.754], [16.006, 10.486, 10.871], [16.938, 10.427, 9.782], [18.206, 9.991, 9.965], [18.711, 9.618, 11.247], [17.842, 9.621, 12.285], [16.461, 9.883, 12.188], [15.713, 9.722, 13.177], [12.188, 13.427, 11.610], [9.123, 14.825, 12.172], [7.652, 14.133, 14.035], [8.350, 12.204, 15.532], [10.478, 11.011, 15.073], [14.535, 11.825, 9.983], [16.584, 10.744, 8.798], [18.857, 9.957, 9.114], [19.711, 9.242, 11.315], [18.168, 9.185, 13.239], [7.516, 5.533, 7.706], [8.491, 6.455, 8.358], [8.029, 7.337, 9.351], [8.856, 8.179, 10.022], [10.201, 8.181, 9.645], [10.718, 7.359, 8.673], [9.835, 6.490, 8.036], [11.398, 9.082, 10.524], [12.493, 9.408, 9.594], [10.728, 10.169, 11.202], [11.980, 8.143, 11.744], [12.261, 6.832, 11.450], [13.817, 6.896, 10.801], [13.740, 6.110, 9.903], [14.682, 7.624, 11.287], [7.514, 4.556, 8.207], [7.764, 5.429, 6.646], [6.502, 5.924, 7.712], [6.971, 7.303, 9.605], [8.490, 8.861, 10.779], [11.775, 7.384, 8.449], [10.201, 5.741, 7.344], [11.604, 6.376, 10.716], [12.426, 6.188, 12.306], [13.399, 7.797, 14.477], [13.304, 8.033, 15.595], [13.241, 8.255, 16.895], [14.426, 7.759, 17.699], [15.486, 8.816, 17.873], [14.923, 10.206, 18.239], [13.700, 10.585, 17.356], [12.673, 9.474, 17.436], [14.784, 6.872, 17.186], [13.959, 7.492, 18.681], [16.101, 8.920, 16.957], [16.178, 8.461, 18.657], [15.738, 10.945, 18.081], [14.590, 10.240, 19.300], [13.968, 10.734, 16.282], [13.276, 11.552, 17.669], [11.785, 9.685, 16.860], [12.322, 9.325, 18.469]],
  "forces_ev_per_a": [[0.5, 0.3, 0.5], [0.1, 0.8, -0.5], [-1.7, 0.2, 0.3], [0.4, -0.3, 0.9], [-1.0, 1.1, -0.5], [-0.4, 0.0, -0.1], [1.6, -0.1, -0.5], [0.3, -0.8, 0.3], [-0.6, -1.6, 1.0], [-0.7, 1.2, 0.5], [0.6, 1.1, -1.1], [1.5, -0.7, -0.5], [-2.3, 0.5, 1.7], [1.1, -1.1, 0.7], [-0.4, 0.3, 0.2], [0.2, 0.3, -0.4], [-1.5, 0.2, -0.6], [1.7, -1.4, 1.2], [-1.2, 1.4, -1.3], [0.3, -0.2, 0.2], [0.9, -0.6, -0.4], [-0.1, -0.1, 0.2], [0.7, -0.6, 0.1], [-0.2, 0.1, 0.2], [-0.2, 0.5, -0.4], [0.3, 0.3, -0.7], [0.2, -0.1, 0.3], [0.3, -0.1, -0.3], [0.4, 0.0, 0.3], [-0.2, 0.4, -0.3], [0.0, -0.3, -0.5], [-0.2, 0.8, 0.7], [-1.0, -0.8, -0.4], [0.8, 0.6, 0.1], [0.4, -0.1, 0.4], [-0.7, -0.5, -0.4], [0.2, -0.6, -0.2], [0.6, 2.1, -0.3], [-1.3, -0.7, 1.2], [0.2, -0.3, -0.3], [-0.5, 0.0, -0.3], [-0.4, 0.4, 0.3], [0.1, -0.4, -0.3], [0.7, -0.9, -1.3], [-0.4, 0.2, 0.5], [0.0, 0.1, -0.3], [0.1, -0.4, 0.1], [-0.1, 0.1, 0.3], [0.1, 0.1, 0.0], [0.1, -0.1, 0.0], [0.0, -0.1, -0.1], [0.1, 0.2, -0.2], [0.2, -0.2, 0.1], [0.1, 0.1, 0.3], [0.0, -0.6, -0.9], [0.0, 0.6, 1.3], [1.1, -1.1, 0.8], [-1.6, 0.0, 0.2], [0.7, 0.4, 0.0], [-0.1, 0.3, -0.3], [0.5, 0.5, -0.2], [-0.6, 0.6, -0.3], [0.1, -0.1, 0.2], [0.6, 0.0, -0.7], [-0.4, -0.1, 0.3], [-0.2, 0.2, -0.3], [-0.6, -0.3, 0.4], [0.3, 0.0, -0.5], [0.0, -0.2, 0.7], [0.1, -0.3, 0.1], [-0.3, 0.3, -0.3], [0.3, -0.3, -0.2]],
  "mulliken_spin": [1.4161, 0.0061, 0.0189, -0.0072, 0.0131, -0.0013, 0.0155, 0.0162, -0.0185, 0.2100, 0.2458, 0.4249, -0.0705, 0.1317, -0.0635, 0.0923, 0.0019, 0.0365, 0.0733, 0.1940, 0.0067, -0.0003, 0.0008, 0.0003, 0.0014, 0.0072, -0.0036, 0.0070, 0.0019, 0.0005, -0.0001, 0.0022, -0.0024, 0.0007, -0.0038, 0.0050, -0.0011, 0.0012, 0.0337, 0.0149, 0.4856, 0.1486, 0.0549, 0.2671, 0.1496, 0.0003, 0.0001, 0.0000, 0.0000, -0.0006, 0.0014, -0.0002, 0.0096, 0.0154, 0.0407, 0.0166, 0.0016, -0.0008, -0.0002, -0.0001, 0.0023, 0.0016, 0.0002, 0.0001, 0.0003, -0.0001, 0.0000, 0.0001, -0.0009, -0.0001, -0.0003, -0.0001]
}

{
  "formula": "C29H29P2PdS2",
  "method": "ωB97M-V with the def2-TZVPD basis set",
  "total_charge": -1,
  "total_energy_ev": -74272.551,
  "lumo_energy_ev": [2.75, 2.75],
  "homo_ev": [-3.12, -4.45],
  "multiplicity": 3,
  "symbols": ["Pd", "S", "P", "C", "P", "S", "C", "C", "C", "C", "C", "C", "C", "C", "C", "C", "C", "C", "C", "C", "C", "C", "C", "C", "C", "C", "C", "C", "C", "C", "H", "H", "H", "H", "H", "H", "H", "H", "H", "H", "H", "H", "H", "H", "H", "H", "H", "H", "H", "H", "C", "C", "C", "C", "H", "H", "H", "H", "H", "H", "H", "H", "H"],
  "xyz": [[-0.338, -0.017, 0.814], [0.566, -1.426, -1.338], [0.659, -2.382, 0.427], [1.225, -1.406, 1.711], [0.399, -1.080, 3.165], [-0.509, 0.732, 3.262], [-0.787, -2.348, 3.760], [-2.158, -2.130, 3.742], [-3.032, -3.118, 4.174], [-2.543, -4.328, 4.644], [-1.172, -4.552, 4.671], [-0.304, -3.570, 4.225], [1.649, -1.127, 4.513], [1.288, -1.239, 5.852], [2.253, -1.210, 6.847], [3.593, -1.059, 6.512], [3.958, -0.939, 5.179], [2.991, -0.974, 4.184], [1.836, -3.790, 0.269], [2.484, -4.267, 1.403], [3.386, -5.317, 1.314], [3.660, -5.891, 0.079], [3.032, -5.408, -1.060], [2.125, -4.361, -0.964], [-0.947, -3.301, 0.609], [-0.977, -4.642, 0.982], [-2.179, -5.332, 1.087], [-3.375, -4.694, 0.809], [-3.361, -3.359, 0.425], [-2.161, -2.676, 0.329], [-2.529, -1.173, 3.391], [-4.101, -2.941, 4.142], [-3.226, -5.097, 4.984], [-0.780, -5.494, 5.035], [0.765, -3.747, 4.255], [0.242, -1.346, 6.120], [1.959, -1.304, 7.886], [4.347, -1.035, 7.289], [5.001, -0.818, 4.911], [3.257, -0.898, 3.136], [2.297, -3.785, 2.355], [3.885, -5.678, 2.205], [4.374, -6.702, 0.004], [3.253, -5.842, -2.027], [1.636, -3.969, -1.848], [-0.052, -5.160, 1.197], [-2.175, -6.372, 1.389], [-4.313, -5.231, 0.888], [-4.288, -2.848, 0.196], [-2.173, -1.649, -0.013], [-0.902, 3.167, -0.842], [0.082, 3.037, 0.319], [1.026, 4.246, 0.352], [0.855, 1.740, 0.238], [-1.618, 3.978, -0.682], [-1.460, 2.237, -0.979], [-0.365, 3.370, -1.773], [-0.490, 3.050, 1.255], [1.602, 4.300, -0.577], [1.730, 4.164, 1.181], [0.473, 5.184, 0.464], [1.659, 1.659, 0.971], [1.209, 1.500, -0.766]],
  "forces_ev_per_a": [[0.4, 0.9, -0.4], [-0.3, 0.1, 0.2], [0.5, -0.4, 0.1], [-1.1, -0.2, 0.0], [0.5, -0.2, 0.3], [-0.1, -0.3, -0.1], [0.0, 0.0, 0.1], [0.0, 0.0, -0.1], [0.0, 0.0, 0.0], [0.0, 0.0, 0.0], [0.0, 0.0, 0.0], [0.0, 0.0, 0.0], [0.0, 0.1, -0.1], [-0.1, 0.1, 0.0], [0.0, 0.0, 0.0], [0.0, 0.0, 0.0], [0.0, 0.0, 0.0], [0.0, -0.1, 0.0], [0.1, 0.1, 0.0], [0.0, 0.1, 0.0], [0.0, 0.0, 0.0], [0.0, 0.0, 0.0], [0.0, 0.0, 0.0], [-0.1, -0.1, 0.0], [0.1, -0.1, -0.1], [0.0, 0.0, 0.1], [0.0, 0.0, 0.0], [0.0, 0.0, 0.0], [0.0, -0.1, 0.0], [0.0, 0.0, -0.1], [0.0, 0.0, 0.0], [0.0, 0.0, 0.0], [0.0, 0.0, 0.0], [0.0, 0.0, 0.0], [0.0, 0.0, 0.0], [0.0, 0.0, 0.0], [0.0, 0.0, 0.0], [0.0, 0.0, 0.0], [0.0, 0.0, 0.0], [0.0, 0.0, 0.0], [0.0, 0.0, 0.0], [0.0, 0.0, 0.0], [0.0, 0.0, 0.0], [0.0, 0.0, 0.0], [0.0, 0.0, 0.0], [0.0, 0.0, 0.0], [0.0, 0.0, 0.0], [0.0, 0.0, 0.0], [0.0, 0.0, 0.0], [0.1, 0.1, 0.0], [0.0, 0.0, 0.0], [0.0, 0.0, 0.0], [0.0, 0.0, 0.0], [-0.1, -0.1, 0.0], [0.0, 0.0, 0.0], [0.0, 0.0, 0.0], [0.0, 0.0, 0.0], [0.0, 0.0, 0.0], [0.0, 0.0, 0.0], [0.0, 0.0, 0.0], [0.0, 0.0, 0.0], [0.0, 0.0, 0.0], [0.0, 0.0, 0.0]],
  "nbo_charge": [0.5455, -0.6267, 1.3082, -1.3594, 1.3569, -0.6251, -0.3760, -0.2088, -0.1637, -0.2340, -0.2155, -0.2034, -0.3921, -0.1281, -0.2453, -0.2184, -0.2217, -0.1840, -0.3875, -0.2024, -0.2140, -0.2226, -0.2421, -0.1249, -0.2655, -0.2349, -0.2084, -0.2245, -0.2119, -0.2212, 0.2419, 0.1979, 0.2017, 0.2037, 0.2173, 0.2104, 0.2022, 0.2008, 0.2046, 0.2512, 0.2272, 0.2031, 0.2009, 0.2025, 0.2263, 0.2212, 0.2022, 0.2009, 0.2036, 0.2245, -0.5983, -0.2770, -0.5957, -0.5730, 0.1899, 0.2097, 0.1912, 0.1989, 0.1908, 0.2054, 0.1870, 0.1925, 0.1861]
}

{
  "formula": "C29H30As2Cl2I2IrN3O",
  "method": "ωB97M-V with the def2-TZVPD basis set",
  "total_charge": 1,
  "total_energy_ev": -202826.185,
  "lumo_energy_ev": [-2.99, -6.19],
  "homo_ev": [-6.17, -10.47],
  "multiplicity": 6,
  "symbols": ["Ir", "I", "C", "C", "C", "I", "C", "O", "C", "C", "N", "C", "C", "C", "C", "C", "C", "N", "C", "H", "H", "H", "H", "H", "H", "H", "H", "H", "H", "H", "C", "As", "C", "C", "C", "C", "C", "C", "C", "As", "C", "C", "H", "H", "H", "H", "H", "H", "H", "H", "H", "H", "H", "H", "H", "H", "H", "H", "Cl", "C", "C", "C", "C", "C", "Cl", "C", "N", "H", "H", "H"],
  "xyz": [[-0.107, -0.550, 0.228], [4.903, 5.064, 1.904], [3.046, 4.149, 2.204], [1.974, 4.803, 2.725], [0.756, 4.139, 2.907], [-0.856, 5.305, 3.347], [0.627, 2.737, 2.751], [-0.519, 2.133, 2.937], [1.781, 2.107, 2.291], [1.695, 0.677, 1.957], [0.450, 0.011, 2.160], [0.406, -1.002, 3.181], [-0.561, -2.106, 2.608], [-1.293, -2.927, 3.490], [-2.218, -3.843, 2.948], [-2.210, -4.076, 1.564], [-1.567, -3.136, 0.788], [-0.721, -2.200, 1.272], [3.029, 2.766, 2.024], [2.073, 5.862, 2.903], [2.475, -0.028, 2.274], [1.245, 1.481, 0.138], [-0.164, 0.921, 2.491], [-0.054, -0.562, 4.079], [1.310, -1.472, 3.408], [-1.158, -2.797, 4.533], [-2.827, -4.353, 3.629], [-2.740, -4.876, 1.041], [-1.645, -3.129, -0.308], [3.920, 2.169, 1.674], [-3.560, 0.831, 1.117], [-2.152, 0.533, -0.071], [-2.081, 2.257, -0.947], [-3.010, -0.733, -1.361], [-4.388, -0.819, -1.584], [-4.897, -1.518, -2.698], [-4.040, -2.245, -3.462], [-2.661, -2.237, -3.259], [-2.150, -1.375, -2.239], [-0.207, -0.927, -2.175], [0.879, -2.439, -2.628], [0.064, 0.230, -3.685], [-3.233, 1.527, 1.904], [-3.930, -0.097, 1.483], [-4.326, 1.393, 0.603], [-2.926, 2.422, -1.604], [-1.144, 2.285, -1.576], [-2.032, 2.967, -0.162], [-5.071, -0.369, -0.903], [-5.932, -1.642, -2.939], [-4.517, -2.861, -4.222], [-1.952, -2.710, -3.939], [0.723, -2.636, -3.679], [0.657, -3.240, -1.955], [1.852, -2.033, -2.391], [1.162, 0.162, -3.778], [-0.193, 1.333, -3.576], [-0.422, -0.161, -4.531], [1.853, 2.406, -2.122], [3.110, 1.379, -1.560], [4.335, 1.417, -2.259], [5.262, 0.361, -2.025], [5.100, -0.553, -1.006], [3.912, -0.560, -0.256], [3.820, -1.720, 0.964], [2.929, 0.444, -0.472], [1.691, 0.589, 0.375], [4.530, 2.180, -2.965], [6.154, 0.333, -2.687], [5.746, -1.435, -0.879]],
  "forces_ev_per_a": [[-0.5, -1.8, -2.4], [-0.5, 0.1, 0.0], [2.3, -0.9, 0.1], [-1.5, 0.5, 0.1], [0.7, 1.9, 0.4], [-0.4, 0.0, 0.2], [-2.7, 0.4, 0.3], [1.9, 2.2, 0.0], [3.8, -0.8, -0.7], [1.0, -2.3, -1.8], [0.0, 2.9, 2.6], [-3.5, -1.1, -0.6], [-0.6, -0.6, 4.6], [1.0, 1.7, -2.7], [0.7, -0.3, 0.6], [0.1, 1.3, -1.3], [-0.8, -2.1, -1.5], [1.1, 1.2, -0.2], [-2.0, -1.8, 0.1], [-0.3, 0.1, 0.1], [0.3, 0.9, 0.2], [0.5, -0.2, -0.6], [0.3, -2.6, -0.4], [0.3, -0.5, 0.0], [1.9, -0.3, 0.2], [0.0, 0.1, 0.8], [-0.8, -1.0, 0.6], [-0.1, 0.4, 0.4], [0.0, -0.4, 0.5], [-1.2, 0.8, 0.4], [-0.4, 1.5, 0.8], [-1.5, -0.1, -1.2], [1.2, -0.9, -1.7], [0.1, 0.9, -0.3], [-0.1, -0.4, -0.7], [0.5, 0.4, 1.8], [0.8, -1.2, -1.1], [0.3, 1.6, 0.7], [0.5, -1.1, -1.7], [-1.4, -0.1, 1.1], [-0.5, 0.8, -0.4], [1.0, 1.7, 0.7], [0.0, -0.6, 0.1], [-0.3, -0.6, 0.6], [-0.5, -0.1, -0.3], [-0.3, 0.1, 0.0], [-0.9, 0.1, 0.7], [0.1, 0.9, 0.6], [-0.4, 0.5, 0.4], [-0.5, 0.4, 0.4], [0.5, 0.0, -0.1], [-0.4, -0.2, 0.2], [0.4, -0.6, -0.2], [-0.2, -0.6, 0.2], [0.5, -0.2, -0.3], [-0.4, 0.2, -0.4], [0.1, -1.7, 0.1], [-0.5, -0.5, -1.2], [-0.1, 0.5, 0.6], [1.7, -1.3, 0.6], [-0.7, -2.3, 1.6], [0.5, 1.5, -0.7], [-0.9, -0.9, -0.6], [0.0, 2.1, -0.8], [-0.6, -0.7, 0.8], [-0.8, 0.8, 0.4], [2.9, 1.0, -0.6], [0.0, 0.5, -0.8], [-0.6, -0.1, 0.7], [0.0, 0.8, 0.0]],
  "nbo_charge": [0.6973, 0.2724, -0.0842, -0.2985, -0.1369, 0.3231, 0.2872, -0.4988, -0.0215, 0.0724, -0.7036, -0.2512, 0.1322, -0.2338, -0.3226, -0.2428, -0.0495, -0.6542, -0.2290, 0.2548, 0.2421, 0.4102, 0.4424, 0.2061, 0.2058, 0.2090, 0.2064, 0.2249, 0.1863, 0.2593, -0.9895, 1.0474, -0.9474, -0.3647, -0.1344, -0.2121, -0.1906, -0.2076, -0.3180, 0.9900, -0.9313, -0.9446, 0.2557, 0.2601, 0.2337, 0.2451, 0.2312, 0.2354, 0.2069, 0.2293, 0.2251, 0.2173, 0.2294, 0.2592, 0.2373, 0.2338, 0.2491, 0.2338, 0.0413, -0.0639, -0.2124, -0.1804, -0.2186, -0.0793, 0.0793, 0.0863, -0.6674, 0.2406, 0.2412, 0.2482]
}